{"formula": "C33H32F6N2O7PSScTe", "method": "ωB97M-V/def2-TZVPD", "elements": ["Sc", "C", "C", "C", "C", "C", "C", "P", "C", "C", "C", "C", "C", "C", "C", "C", "C", "C", "C", "C", "C", "C", "C", "C", "H", "H", "H", "H", "H", "H", "H", "H", "H", "H", "H", "H", "H", "H", "H", "H", "F", "Te", "F", "F", "F", "F", "O", "N", "C", "C", "C", "C", "C", "C", "S", "O", "O", "O", "H", "H", "H", "H", "H", "H", "C", "N", "C", "C", "O", "H", "H", "H", "H", "H", "H", "H", "C", "O", "C", "O", "H", "H", "H", "F"], "xyz": [[1.7290, 0.5220, -0.1920], [-4.6936, -1.5335, 3.0242], [-4.3180, -0.2154, 2.8069], [-2.9864, 0.1062, 2.5963], [-1.9928, -0.8760, 2.6017], [-2.3866, -2.1979, 2.8227], [-3.7200, -2.5225, 3.0326], [-0.2626, -0.4219, 2.1146], [0.6920, -1.7291, 2.9972], [1.2166, -1.6106, 4.2777], [1.9950, -2.6267, 4.8199], [2.2650, -3.7696, 4.0838], [1.7515, -3.8929, 2.7993], [0.9760, -2.8791, 2.2607], [-0.0500, 1.1148, 3.1156], [-0.5494, 1.1781, 4.3931], [-0.4805, 2.3636, 5.1509], [0.0657, 3.4860, 4.5987], [0.5730, 3.4750, 3.2768], [1.0940, 4.6617, 2.7006], [1.5380, 4.6534, 1.4113], [1.5040, 3.4534, 0.6642], [1.0571, 2.2505, 1.1657], [0.5479, 2.2758, 2.5088], [-5.7346, -1.7865, 3.1843], [-5.0679, 0.5671, 2.7985], [-2.7023, 1.1401, 2.4355], [-1.6380, -2.9792, 2.8364], [-3.9987, -3.5555, 3.2043], [1.0503, -0.7078, 4.8499], [2.4128, -2.5092, 5.8129], [2.8989, -4.5461, 4.4943], [1.9874, -4.7644, 2.2000], [0.6281, -2.9625, 1.2371], [-1.0335, 0.3102, 4.8260], [-0.8760, 2.3830, 6.1599], [0.1091, 4.4130, 5.1619], [1.1170, 5.5681, 3.2968], [1.9236, 5.5626, 0.9617], [1.8615, 3.5073, -0.3661], [3.8958, -2.1326, -2.0182], [4.1326, -2.0514, -0.0675], [3.7386, 0.2189, -0.5278], [5.8520, -1.5210, -0.5684], [4.6100, -3.8801, -0.2724], [5.0195, -2.2150, 1.6640], [1.0897, -1.2865, -0.9057], [2.5632, 0.5591, -2.7883], [1.7165, 0.8530, -3.8786], [1.6772, 2.1421, -4.4093], [0.7406, 2.4784, -5.3784], [-0.1550, 1.5270, -5.8473], [-0.0846, 0.2289, -5.3579], [0.8358, -0.1065, -4.3736], [-1.4586, 1.9853, -6.9892], [-1.0119, 3.2261, -7.6063], [-2.6298, 2.1513, -6.1248], [-1.5758, 0.8627, -7.9072], [3.4033, 1.1179, -2.7646], [2.8183, -0.4196, -2.6956], [2.3587, 2.8934, -4.0233], [0.6898, 3.4800, -5.7858], [-0.7792, -0.5094, -5.7383], [0.8504, -1.1038, -3.9527], [-2.3990, 0.4891, -0.7505], [-2.0297, 1.1217, -1.9998], [-2.9712, 1.0106, -3.0948], [-0.7955, 1.5604, -2.2093], [0.1254, 1.4757, -1.3914], [-3.3526, 0.9055, -0.4200], [-1.6279, 0.6928, -0.0127], [-2.4856, -0.5911, -0.8726], [-3.0815, -0.0440, -3.3619], [-2.6270, 1.5573, -3.9709], [-3.9421, 1.4055, -2.7874], [-0.6526, 2.0451, -3.1797], [-0.5761, -4.2450, -1.5965], [0.3915, -3.3448, -1.0828], [0.1553, -2.0218, -1.3668], [-0.8160, -1.6991, -2.0300], [-0.2472, -5.2395, -1.3000], [-0.6376, -4.1794, -2.6831], [-1.5641, -4.0388, -1.1822], [2.3334, -0.2637, 1.4851]], "charge": -2, "homo_lumo_gap_ev": 7.5, "e_above_lowest_ev": 2.298, "homo_ha": -0.1322}

{"formula": "C33H32F6N3", "method": "ωB97M-V/def2-TZVPD", "elements": ["C", "N", "C", "C", "F", "F", "F", "C", "C", "C", "C", "C", "C", "C", "C", "C", "N", "C", "C", "C", "F", "F", "F", "C", "C", "C", "C", "H", "H", "H", "H", "H", "H", "H", "H", "H", "H", "H", "H", "H", "H", "H", "H", "H", "H", "H", "C", "C", "C", "C", "C", "N", "C", "C", "C", "C", "C", "C", "C", "C", "C", "H", "H", "H", "H", "H", "H", "H", "H", "H", "H", "H", "H", "H"], "xyz": [[4.3504, 4.5133, 0.1677], [4.4392, 3.1711, -0.3588], [5.7872, 2.6397, -0.5241], [6.2622, 2.9908, -1.9041], [7.5293, 2.5824, -2.1795], [5.4136, 2.4279, -2.8353], [6.1982, 4.3540, -2.0918], [3.3149, 2.4401, -0.5728], [3.2995, 1.0162, -0.4895], [2.1031, 0.3595, -0.3432], [0.8455, 1.0422, -0.3999], [-0.3514, 0.3593, -0.0849], [-1.6382, 0.8948, -0.4665], [-2.5177, 0.1535, -1.3053], [-3.6185, 0.7453, -1.8940], [-4.0022, 2.0653, -1.5487], [-5.1201, 2.6798, -2.1234], [-5.3141, 2.6337, -3.5607], [-6.3588, 2.8151, -1.3439], [-6.4251, 4.0804, -0.5396], [-7.6861, 4.3361, -0.0769], [-5.5984, 4.0113, 0.5578], [-6.0220, 5.1605, -1.2819], [-3.2153, 2.7607, -0.5993], [-2.0656, 2.2011, -0.0866], [0.8982, 2.4225, -0.8085], [2.0864, 3.1114, -0.8309], [3.6013, 4.5617, 0.9753], [5.3264, 4.7967, 0.5801], [4.0559, 5.2373, -0.6099], [6.4403, 3.1409, 0.2041], [5.7974, 1.5518, -0.4197], [4.2397, 0.4653, -0.4592], [2.0878, -0.7174, -0.1817], [-0.2968, -0.5684, 0.4727], [-2.2577, -0.8799, -1.5421], [-4.2331, 0.2044, -2.6195], [-4.5973, 1.9505, -4.0276], [-6.3358, 2.3094, -3.7825], [-5.1700, 3.6356, -3.9927], [-7.1994, 2.8411, -2.0465], [-6.4394, 1.9844, -0.6278], [-3.5184, 3.7707, -0.3329], [-1.4594, 2.7817, 0.6076], [-0.0123, 2.9594, -1.0618], [2.1125, 4.1857, -1.0392], [3.1733, -5.4522, -1.0560], [1.8702, -5.8421, -1.4010], [0.7885, -5.0211, -1.0710], [1.0029, -3.8179, -0.3833], [-0.1747, -2.8957, -0.1474], [-0.1184, -2.1177, 1.1063], [-0.8539, -2.3166, 2.1525], [-0.6380, -3.1353, 3.3530], [-1.5743, -3.0630, 4.4177], [-1.4538, -3.8845, 5.5363], [-0.3843, -4.7890, 5.6307], [0.5753, -4.8385, 4.6090], [0.4603, -4.0133, 3.4846], [2.2885, -3.4645, 0.0226], [3.3788, -4.2698, -0.3354], [4.0218, -6.0726, -1.3517], [1.6955, -6.7811, -1.9330], [-0.2353, -5.2972, -1.3407], [-0.1778, -2.1238, -0.9369], [-1.1090, -3.4819, -0.2487], [-1.8173, -1.7732, 2.2015], [-2.4019, -2.3538, 4.3343], [-2.1941, -3.8296, 6.3394], [-0.2985, -5.4448, 6.4974], [1.4179, -5.5291, 4.6866], [1.2079, -4.0386, 2.6897], [2.4301, -2.5642, 0.6200], [4.3845, -3.9679, -0.0487]], "charge": 1, "homo_lumo_gap_ev": 5.9, "e_above_lowest_ev": 1.135, "homo_ha": -0.3852}

{"formula": "C33H32N4O2STl", "method": "ωB97M-V/def2-TZVPD", "elements": ["Tl", "C", "N", "C", "C", "C", "C", "C", "C", "N", "C", "C", "C", "C", "C", "C", "N", "C", "C", "C", "C", "C", "N", "H", "H", "H", "H", "H", "H", "H", "H", "H", "H", "H", "H", "H", "H", "H", "H", "H", "H", "O", "S", "C", "C", "C", "C", "C", "C", "C", "C", "C", "C", "C", "C", "C", "C", "H", "H", "H", "H", "H", "H", "H", "H", "H", "H", "H", "H", "H", "H", "O", "C"], "xyz": [[0.7764, 0.6513, -1.0789], [-0.8254, 1.1199, 2.9374], [-0.5075, -0.1241, 2.3028], [0.3996, -1.0214, 2.9721], [1.6402, -1.4294, 2.1809], [2.3594, -2.5244, 2.6489], [3.5753, -2.8220, 2.0567], [4.0330, -2.0141, 1.0258], [3.2370, -0.9598, 0.6138], [2.0526, -0.6817, 1.1633], [-1.3414, -0.7235, 1.2517], [-2.3381, 0.1910, 0.5782], [-3.6715, 0.2075, 0.9646], [-4.5347, 1.1032, 0.3475], [-4.0394, 1.9487, -0.6300], [-2.6961, 1.8522, -0.9652], [-1.8723, 0.9881, -0.3811], [-0.1105, 2.3947, 2.4253], [0.0474, 3.4198, 3.3546], [0.5238, 4.6376, 2.9022], [0.8441, 4.7897, 1.5632], [0.7015, 3.6932, 0.7278], [0.2384, 2.5230, 1.1662], [-0.5794, 1.0555, 3.9950], [-1.9010, 1.2974, 2.8351], [-0.1340, -1.9343, 3.2578], [0.7508, -0.5431, 3.8859], [1.9943, -3.1072, 3.4860], [4.1730, -3.6499, 2.4149], [4.9882, -2.1990, 0.5536], [3.5639, -0.2973, -0.1821], [-1.8793, -1.5508, 1.7293], [-0.6763, -1.1700, 0.5048], [-4.0324, -0.4586, 1.7390], [-5.5783, 1.1383, 0.6303], [-4.6768, 2.6622, -1.1332], [-2.2644, 2.4836, -1.7336], [-0.2115, 3.2752, 4.3958], [0.6299, 5.4648, 3.5915], [1.1961, 5.7334, 1.1711], [0.9542, 3.7554, -0.3247], [0.5667, -2.2192, -1.3272], [1.6925, -3.1464, -1.6783], [1.9167, -3.2177, -3.5045], [2.2277, -1.8574, -4.0572], [1.5422, -1.3875, -5.1717], [1.8705, -0.1598, -5.7326], [2.8580, 0.6254, -5.1570], [3.5268, 0.1745, -4.0251], [3.2169, -1.0624, -3.4798], [1.0746, -4.8968, -1.4004], [0.0257, -5.3252, -2.3355], [-1.2849, -4.7735, -2.2510], [-2.2798, -5.2548, -3.0496], [-1.9911, -6.2798, -3.9855], [-0.6917, -6.8273, -4.0871], [0.3090, -6.3371, -3.2994], [1.0374, -3.6531, -3.9745], [2.7743, -3.8894, -3.6233], [0.8135, -2.0242, -5.6615], [1.3620, 0.1695, -6.6290], [3.1289, 1.5712, -5.6062], [4.3258, 0.7686, -3.6008], [3.7943, -1.4380, -2.6394], [0.7413, -4.8880, -0.3621], [1.9747, -5.5069, -1.4904], [-1.4785, -3.9770, -1.5452], [-3.2809, -4.8511, -2.9859], [-2.7701, -6.6278, -4.6532], [-0.4925, -7.6289, -4.7858], [1.3073, -6.7517, -3.3621], [-1.8672, -0.5598, -3.6952], [-0.8400, -0.2660, -3.3540]], "charge": 3, "homo_lumo_gap_ev": [4.1, 5.4], "e_above_lowest_ev": 2.541, "homo_ha": [-0.5962, -0.5965]}